(1)
The following is a quantum chemistry calculation of a structure of composition C24H50F6O26S2V3, from OMol25.

Last column: Mulliken charge in e.
Element x y z (Å)
O (-1.0406, -3.2787, 0.1900)  -0.689
V (-1.8168, -1.9879, -0.3748)  1.094
O (-3.3495, -2.2261, -0.0749)  -0.451
O (-0.0889, 2.9201, -2.6449)  -0.652
V (1.0612, 2.6439, -1.5514)  0.940
O (1.0185, 3.9038, -0.5906)  -0.531
O (3.4835, 0.4210, 3.7689)  -0.575
V (2.5901, -0.0698, 2.4377)  0.646
O (3.2315, -1.4413, 2.0601)  -0.576
S (3.9504, 1.1924, -0.2046)  1.538
O (2.7140, 1.6079, -0.9692)  -0.954
O (4.2333, -0.1744, -0.5829)  -0.663
O (5.0436, 2.1218, -0.4655)  -0.857
O (3.6295, 1.3183, 1.2693)  -0.613
S (-0.0367, 0.0192, 0.1316)  0.648
O (-1.2986, -0.3639, 0.8219)  -0.150
O (1.0535, 0.0883, 1.0829)  0.148
O (0.0706, -1.0638, -0.8768)  -0.313
O (-0.1873, 1.3335, -0.5136)  0.391
C (-1.1877, -4.5535, -2.4091)  -0.900
O (-1.8791, -3.3104, -2.2907)  -0.331
C (-2.0084, -2.6550, -3.5201)  -0.414
C (-2.8558, -1.4137, -3.3452)  -0.907
O (-2.4920, -0.6614, -2.1947)  0.717
C (-3.0813, 0.6277, -2.2216)  -0.466
H (-1.7441, -5.1979, -3.0928)  0.335
H (-1.1313, -5.0527, -1.4473)  0.260
H (-0.1718, -4.3449, -2.7522)  0.255
H (-2.4604, -3.2696, -4.3062)  0.448
H (-1.0320, -2.3450, -3.9234)  0.150
H (-3.9098, -1.7072, -3.2370)  0.479
H (-2.7799, -0.7836, -4.2358)  0.439
H (-2.6535, 1.1840, -1.3892)  -0.121
H (-4.1607, 0.5643, -2.0448)  0.233
H (-2.8760, 1.1663, -3.1464)  0.320
C (0.8130, -2.6373, 3.4116)  -0.796
O (1.1938, -1.3048, 3.6790)  -0.370
C (0.1174, -0.5293, 4.2082)  0.064
C (0.5941, 0.8098, 4.6913)  -0.721
O (1.1841, 1.4694, 3.5942)  0.835
C (1.6208, 2.7856, 3.8237)  -0.891
H (0.5543, -3.1823, 4.3243)  0.355
H (1.6635, -3.1392, 2.9563)  0.251
H (-0.0366, -2.6688, 2.7207)  0.177
H (-0.3862, -1.0642, 5.0189)  0.583
H (-0.6230, -0.3892, 3.4091)  -0.245
H (1.3063, 0.7560, 5.5201)  0.363
H (-0.2963, 1.3563, 5.0329)  0.229
H (0.8038, 3.3959, 4.2210)  0.220
H (1.9759, 3.1838, 2.8726)  0.177
H (2.4862, 2.8367, 4.4910)  0.238
C (3.5607, 4.4247, -2.5435)  -0.831
O (2.5724, 3.5151, -3.0089)  -0.403
C (3.0968, 2.6036, -3.9628)  -0.644
C (2.0117, 1.7736, -4.5752)  -0.858
O (1.4083, 0.9965, -3.5621)  0.574
C (0.3156, 0.2487, -4.0308)  -0.439
H (4.2467, 3.9147, -1.8537)  0.286
H (3.0826, 5.1886, -1.9326)  0.234
H (4.1093, 4.8663, -3.3753)  0.342
H (3.8313, 1.9571, -3.4639)  0.274
H (3.6518, 3.1083, -4.7624)  0.484
H (2.5141, 1.0979, -5.2849)  0.374
H (1.2656, 2.3629, -5.1162)  0.389
H (-0.1954, -0.1370, -3.1517)  -0.579
H (0.6839, -0.5915, -4.6401)  0.390
H (-0.3770, 0.8170, -4.6622)  0.441
C (5.5818, -1.9964, -4.7741)  -0.787
O (4.8586, -1.9670, -3.5744)  -0.257
C (3.4762, -1.9469, -3.8073)  -0.384
C (2.6961, -2.1556, -2.5345)  1.627
O (3.3178, -3.1703, -1.7670)  -0.521
C (2.5162, -3.6079, -0.6957)  -0.238
H (5.5030, -1.0421, -5.3181)  0.250
H (5.2159, -2.8018, -5.4240)  0.319
H (6.6308, -2.1515, -4.5298)  0.250
H (3.1949, -2.6754, -4.5862)  0.477
H (3.2017, -0.9648, -4.2268)  -0.138
H (1.6494, -2.4420, -2.7283)  -0.418
H (2.6686, -1.2558, -1.9125)  -0.673
H (1.6391, -4.1637, -1.0633)  0.143
H (2.1271, -2.8133, -0.0458)  -0.143
H (3.1552, -4.2707, -0.1154)  0.345
C (-4.4779, 0.4543, 2.4074)  -0.246
C (-5.3175, -0.6964, 2.9191)  -0.720
O (-4.5131, -1.8854, 2.7727)  -0.086
C (-4.8684, -2.9872, 3.3843)  0.230
O (-5.8068, -3.1302, 4.1224)  -0.580
C (-3.8827, -4.1431, 3.0837)  1.051
F (-4.4533, -5.0022, 2.2223)  -0.279
F (-2.7700, -3.6778, 2.5293)  -0.217
F (-3.5860, -4.8007, 4.2009)  -0.269
H (-4.9585, 1.3830, 2.7260)  0.457
H (-4.4371, 0.4416, 1.3200)  0.119
H (-3.4659, 0.4369, 2.8049)  -0.195
H (-6.1809, -0.8399, 2.2653)  0.286
H (-5.6722, -0.6066, 3.9434)  0.443
C (-2.2991, 3.1926, 1.0168)  -1.017
C (-1.5623, 2.8705, 2.2981)  1.410
O (-1.7446, 3.9397, 3.2525)  -0.373
C (-2.2445, 3.6534, 4.4312)  0.445
O (-2.5799, 2.5827, 4.8548)  -0.536
C (-2.3298, 4.9148, 5.3233)  0.798
F (-3.5611, 4.9583, 5.8581)  -0.269
F (-1.4483, 4.8396, 6.3243)  -0.252
F (-2.1157, 6.0503, 4.6724)  -0.252
H (-2.1999, 2.3420, 0.3459)  -0.377
H (-1.8015, 4.0045, 0.4854)  0.304
H (-3.3347, 3.4179, 1.2700)  0.443
H (-0.4973, 2.7351, 2.1177)  -0.374
H (-1.9098, 1.9410, 2.7456)  -0.175

Calculated total energy, Ha: -7128.54129
M, Da: 1085.59
Frontier orbital gap, eV: 7.652
Total charge: -1
E_HOMO, eV: -5.9386
2S+1: 1

---

(2)
The following is a quantum chemistry calculation of a cluster of 3 separate species, C24H50NO8Si in total, from OMol25.

Last column: Mulliken charge in e.
Element x y z (Å)
C (4.9324, -4.1960, 2.1124)  -0.782
O (4.1117, -3.2386, 1.4789)  -0.373
C (4.7080, -1.9697, 1.3471)  -0.836
C (3.6927, -1.0168, 0.7519)  -0.004
C (4.3032, 0.3585, 0.4290)  -1.938
C (3.8089, 1.6051, 1.2177)  4.927
Si (5.2151, 2.8876, 1.0919)  0.161
C (6.7643, 2.2048, 1.9048)  -1.250
C (5.5740, 3.2673, -0.7083)  -1.220
C (4.7134, 4.4590, 1.9843)  -1.065
C (2.5921, 2.2815, 0.5231)  -3.353
C (1.2060, 2.2653, 1.1910)  2.058
C (0.4589, 3.5289, 0.7733)  -1.976
C (0.3920, 1.0431, 0.7308)  -1.776
N (1.3214, 2.2978, 2.6703)  0.778
O (0.2530, 2.6128, 3.2961)  -0.715
C (2.2362, 1.4064, 3.4216)  1.908
C (2.4293, 2.0266, 4.8032)  -1.817
C (1.5620, 0.0416, 3.6287)  -2.000
C (3.6258, 1.3488, 2.7406)  -3.059
H (5.9962, -3.9924, 1.9468)  0.343
H (4.7446, -4.2178, 3.1919)  0.267
H (4.6971, -5.1742, 1.6916)  0.253
H (5.5960, -2.0308, 0.6983)  0.419
H (5.0507, -1.6018, 2.3281)  0.401
H (3.2878, -1.4821, -0.1497)  0.474
H (2.8702, -0.9166, 1.4529)  -0.501
H (5.3918, 0.2675, 0.5439)  0.439
H (4.1523, 0.5662, -0.6327)  0.454
H (6.5394, 1.6803, 2.8369)  0.342
H (7.2600, 1.4946, 1.2373)  0.312
H (7.4823, 2.9986, 2.1239)  0.429
H (6.5564, 3.7376, -0.8023)  0.383
H (5.5730, 2.3651, -1.3230)  0.350
H (4.8360, 3.9614, -1.1181)  0.299
H (4.6136, 4.2731, 3.0568)  0.295
H (5.4949, 5.2137, 1.8579)  0.449
H (3.7724, 4.8818, 1.6277)  0.296
H (2.8192, 3.3331, 0.3158)  0.705
H (2.4567, 1.8261, -0.4621)  0.399
H (0.3987, 3.5409, -0.3179)  0.422
H (-0.5528, 3.5251, 1.1734)  0.360
H (0.9791, 4.4261, 1.1120)  0.394
H (0.0217, 1.2376, -0.2793)  0.562
H (0.9981, 0.1403, 0.6669)  0.059
H (-0.4649, 0.8575, 1.3797)  0.395
H (3.3151, 1.5900, 5.2704)  0.389
H (2.5829, 3.1032, 4.7150)  0.420
H (1.5671, 1.8521, 5.4439)  0.383
H (2.1923, -0.5680, 4.2816)  0.392
H (0.6000, 0.1953, 4.1204)  0.490
H (1.3835, -0.5087, 2.7143)  0.414
H (4.2263, 2.0847, 3.2860)  0.719
H (4.0696, 0.3848, 3.0080)  0.139
C (-5.3290, -0.8474, -3.4938)  -0.939
C (-4.4053, 0.2983, -3.8362)  -0.343
O (-4.5370, 1.3823, -2.8944)  -0.372
C (-3.8741, 1.2289, -1.7508)  0.781
O (-3.1230, 0.3263, -1.4796)  -0.566
O (-4.0698, 2.3188, -1.0084)  -0.379
C (-3.3667, 2.3185, 0.2377)  -0.321
H (-6.3608, -0.5027, -3.4233)  0.305
H (-5.2779, -1.6135, -4.2680)  0.345
H (-5.0465, -1.3026, -2.5457)  0.292
H (-4.6638, 0.7463, -4.7935)  0.301
H (-3.3644, -0.0216, -3.8629)  0.325
H (-2.3094, 2.1160, 0.0845)  -0.053
H (-3.7860, 1.5729, 0.9116)  0.314
H (-3.4985, 3.3125, 0.6547)  0.298
C (-9.9443, -4.9022, -5.5679)  -1.081
C (-8.4706, -4.6840, -5.8256)  -0.228
O (-7.8229, -4.0689, -4.6946)  -0.314
C (-7.4958, -4.8992, -3.7049)  0.741
O (-7.6601, -6.0920, -3.6927)  -0.570
O (-6.9418, -4.1822, -2.7281)  -0.272
C (-6.5388, -4.9427, -1.5835)  -0.678
H (-10.4259, -3.9639, -5.2917)  0.287
H (-10.4229, -5.2830, -6.4707)  0.358
H (-10.0939, -5.6262, -4.7683)  0.312
H (-8.3094, -3.9802, -6.6396)  0.293
H (-7.9635, -5.6193, -6.0581)  0.322
H (-5.8987, -5.7707, -1.8796)  0.332
H (-7.4116, -5.3291, -1.0600)  0.295
H (-5.9958, -4.2476, -0.9508)  0.201

Calculated total energy, Ha: -1890.60468
M, Da: 508.75
Frontier orbital gap (alpha / beta), eV: 8.601 / 10.008
E_HOMO (alpha / beta), eV: -7.9250 / -9.3398
2S+1: 2